[1]
17
Properties=species:S:1:pos:R:3:lowdin_spin:R:1 method="wB97M-V/def2-TZVPD" e_homo_ha="-0.249 / -0.380" s2=2.0096 spin_multiplicity=3
C -0.877 0.474 -1.101 0.056
C 0.287 -1.595 -0.245 0.010
C 0.162 0.403 1.217 0.045
C 0.321 -0.052 -0.251 0.076
N 1.467 0.537 -0.782 0.688
O 4.583 0.401 -0.346 0.348
P 3.429 0.277 0.518 0.720
H -1.812 0.274 -0.426 0.007
H -0.756 1.509 -1.385 0.001
H -0.888 -0.056 -2.015 0.001
H 1.220 -2.008 0.086 0.014
H 0.271 -1.914 -1.294 0.001
H -0.496 -1.836 0.396 0.000
H 0.940 0.078 1.989 0.003
H 0.352 1.445 1.213 0.004
H -0.897 0.244 1.475 0.004
H 1.390 1.554 -0.578 0.023


[2]
17
Properties=species:S:1:pos:R:3:nbo_charge:R:1 method="wB97M-V/def2-TZVPD" smiles=N[C@H](C[O-])CCS e_homo_ha=-0.114 total_charge=-1
N -0.151 -0.705 -1.733 -0.910
C -0.451 0.150 -0.371 -0.119
C -1.202 1.486 -0.876 0.063
O -0.552 2.213 -1.693 -0.884
C 0.736 0.178 0.470 -0.423
C 0.591 -1.147 1.326 -0.441
S 2.130 -1.614 2.367 -0.152
H -0.027 0.210 -2.268 0.386
H -1.058 -1.057 -1.991 0.333
H -1.312 -0.348 0.060 0.162
H -2.313 0.957 -1.181 -0.021
H -1.543 1.973 0.101 0.054
H 0.646 1.103 1.193 0.201
H 1.720 0.103 -0.054 0.223
H -0.264 -1.241 1.912 0.192
H 0.343 -1.829 0.595 0.213
H 2.706 -0.431 2.142 0.124


Calculated total energy values (in eV) by entry order: -17133.247, -18681.371.
ΔE to the lowest compared entry with this formula, charge and spin values (in kJ/mol) by entry order: 0.0, 359.4.